(1)
This record from the OMol25 dataset describes a cluster of 3 separate species, C21H45BrClN2O4PSi in total. The level of theory is wB97M-V/def2-TZVPD.

Geometry as ORCA input:
```
! wB97M-V def2-TZVPD RIJCOSX def2/J DEFGRID3
* xyz 0 3
C 0.784 -2.031 4.901
C 0.219 -1.062 6.003
O -0.550 0.001 5.458
C -1.607 -0.498 4.639
Si -3.247 0.458 4.981
Cl -3.135 1.558 6.801
P -4.901 -0.998 5.322
O -5.115 -1.912 3.915
Br -3.995 -2.410 6.861
H 1.078 -1.490 3.989
H 1.608 -2.643 5.309
H -0.042 -2.727 4.664
H -0.457 -1.626 6.685
H 1.084 -0.705 6.586
H -1.837 -1.562 4.865
H -1.326 -0.425 3.565
H -3.547 1.449 3.946
H -5.664 -2.650 4.193
C 0.485 -1.613 -1.802
C 0.895 -2.134 -0.410
C 2.028 -3.165 -0.533
C 1.560 -4.532 -1.019
C 0.414 -5.041 -0.150
C -0.750 -4.045 -0.056
N -0.296 -2.672 0.300
O -0.031 -2.663 1.585
C -1.514 -4.038 -1.398
C -1.780 -4.575 0.954
C 1.472 -0.885 0.277
H 0.042 -2.360 -2.455
H -0.230 -0.793 -1.708
H 1.357 -1.230 -2.336
H 2.508 -3.294 0.442
H 2.802 -2.786 -1.205
H 1.262 -4.481 -2.070
H 2.392 -5.239 -0.974
H 0.053 -5.995 -0.543
H 0.803 -5.252 0.852
H -2.185 -3.180 -1.468
H -2.126 -4.937 -1.497
H -0.862 -4.047 -2.270
H -1.351 -4.747 1.941
H -2.181 -5.533 0.618
H -2.619 -3.882 1.057
H 0.701 -0.129 0.433
H 2.250 -0.439 -0.344
H 1.931 -1.111 1.240
C -0.655 3.455 -4.276
C -0.315 3.272 -2.784
C -0.684 4.534 -1.988
C 0.299 5.683 -2.176
C 1.722 5.219 -1.885
C 2.127 3.988 -2.707
N 1.116 2.896 -2.633
O 1.250 2.308 -1.468
C 2.361 4.418 -4.172
C 3.508 3.506 -2.237
C -1.265 2.146 -2.339
H -0.076 4.221 -4.783
H -0.509 2.520 -4.820
H -1.700 3.747 -4.394
H -0.727 4.291 -0.921
H -1.688 4.865 -2.264
H 0.219 6.091 -3.188
H 0.037 6.500 -1.499
H 2.420 6.037 -2.076
H 1.803 4.992 -0.816
H 2.405 3.554 -4.837
H 3.308 4.951 -4.269
H 1.610 5.112 -4.548
H 3.533 3.272 -1.173
H 4.256 4.283 -2.401
H 3.823 2.620 -2.793
H -1.023 1.206 -2.839
H -2.295 2.402 -2.594
H -1.238 1.978 -1.262
*
```

The total energy is -4902.58808 a.u. The value obtained for the HOMO energy (alpha / beta) is -8.51 / -8.51 eV. For the orbital gap (alpha / beta), the calculation gives 8.67 / 8.54 eV. Its expectation value of S² is 2.0083. As for the energy relative to the best compared isomer or geometry (same formula, charge and spin): 1.472 eV.

---

(2)
This record from the OMol25 dataset describes a cluster of 3 separate species, C21H45ClFN4O4PS in total. The level of theory is wB97M-V/def2-TZVPD.

Geometry as ORCA input:
```
! wB97M-V def2-TZVPD RIJCOSX def2/J DEFGRID3
* xyz 0 3
C -5.062 3.968 0.351
C -3.875 3.214 -0.210
Cl -3.876 3.361 -2.004
C -2.493 3.631 0.340
N -2.469 4.863 1.170
P -1.369 6.072 0.537
N -1.704 6.431 -0.926
S -2.520 4.714 2.805
O -1.683 5.707 3.377
O -3.832 4.481 3.271
F -1.762 3.350 3.018
H -4.960 5.037 0.164
H -5.157 3.799 1.422
H -5.967 3.625 -0.147
H -3.996 2.150 -0.010
H -1.853 3.834 -0.517
H -2.046 2.807 0.890
H -1.560 7.068 1.486
H -0.099 5.521 0.790
H -0.980 6.208 -1.595
C -3.840 -1.168 3.162
C -2.575 -1.140 2.311
C -1.980 -2.560 2.269
C -0.950 -2.808 1.169
C -1.485 -2.362 -0.188
C -1.937 -0.901 -0.178
N -2.949 -0.720 0.919
O -4.129 -1.078 0.573
C -0.715 0.004 -0.005
C -2.596 -0.516 -1.494
C -1.604 -0.120 2.954
H -4.350 -0.204 3.131
H -4.537 -1.934 2.835
H -3.548 -1.373 4.194
H -2.805 -3.267 2.136
H -1.546 -2.765 3.250
H -0.005 -2.305 1.392
H -0.722 -3.875 1.134
H -0.721 -2.484 -0.960
H -2.337 -2.990 -0.467
H -1.001 1.056 0.053
H -0.073 -0.127 -0.877
H -0.107 -0.238 0.862
H -3.411 -1.181 -1.768
H -1.848 -0.538 -2.288
H -2.989 0.499 -1.427
H -0.688 -0.596 3.307
H -2.080 0.363 3.807
H -1.323 0.675 2.270
C 3.273 0.260 -0.085
C 3.997 -0.717 -1.007
C 5.022 -1.505 -0.172
C 5.554 -2.778 -0.823
C 4.408 -3.655 -1.318
C 3.475 -2.909 -2.274
N 2.984 -1.672 -1.572
O 2.013 -1.910 -0.773
C 4.203 -2.594 -3.584
C 2.263 -3.766 -2.622
C 4.668 0.108 -2.130
H 2.463 0.763 -0.614
H 2.858 -0.232 0.790
H 3.994 1.012 0.242
H 4.550 -1.776 0.778
H 5.845 -0.828 0.069
H 6.242 -2.541 -1.640
H 6.139 -3.331 -0.086
H 4.790 -4.541 -1.831
H 3.826 -4.006 -0.461
H 3.567 -2.012 -4.251
H 4.435 -3.539 -4.078
H 5.141 -2.063 -3.449
H 1.749 -4.118 -1.732
H 2.601 -4.631 -3.196
H 1.554 -3.203 -3.230
H 5.755 0.025 -2.102
H 4.412 1.162 -2.022
H 4.333 -0.187 -3.119
*
```

The total energy is -2646.59729 a.u. The value obtained for the HOMO energy (alpha / beta) is -8.03 / -9.24 eV. For the orbital gap (alpha / beta), the calculation gives 8.40 / 9.47 eV. Its expectation value of S² is 2.0083.

---

(3)
This record from the OMol25 dataset describes a cluster of 3 separate species, C21H45FNO3S in total. The level of theory is wB97M-V/def2-TZVPD.

Geometry as ORCA input:
```
! wB97M-V def2-TZVPD RIJCOSX def2/J DEFGRID3
* xyz 0 2
C 0.708 -2.244 2.702
C 1.827 -1.934 1.702
C 1.383 -0.796 0.773
C 2.114 -3.204 0.896
C 3.452 -3.201 0.167
S 3.821 -4.845 -0.426
O 3.328 -5.842 0.455
O 5.145 -4.897 -0.930
F 2.870 -4.863 -1.686
C 4.617 -2.814 1.084
C 4.383 -1.539 1.902
C 4.576 -0.302 1.003
C 5.385 -1.516 3.072
N 3.017 -1.524 2.489
O 2.801 -0.569 3.303
H 0.115 -1.358 2.916
H 0.050 -3.011 2.289
H 1.126 -2.620 3.634
H 1.943 -0.785 -0.164
H 0.321 -0.900 0.547
H 1.535 0.168 1.258
H 1.302 -3.293 0.170
H 2.056 -4.082 1.542
H 3.430 -2.585 -0.733
H 5.504 -2.629 0.477
H 4.863 -3.650 1.745
H 5.624 -0.008 0.995
H 3.974 0.530 1.362
H 4.279 -0.499 -0.029
H 5.937 -0.578 3.106
H 6.110 -2.324 2.979
H 4.863 -1.619 4.021
C -1.034 4.681 -2.934
C -1.506 3.240 -2.769
C -0.723 2.456 -1.717
C 0.768 2.288 -2.007
C 1.092 1.606 -3.335
C 0.540 0.187 -3.436
H 0.003 4.730 -3.270
H -1.641 5.210 -3.670
H -1.106 5.223 -1.989
H -1.461 2.726 -3.734
H -2.559 3.240 -2.475
H -1.182 1.470 -1.598
H -0.835 2.956 -0.749
H 1.208 1.701 -1.193
H 1.265 3.262 -1.974
H 2.178 1.577 -3.455
H 0.713 2.205 -4.167
H 0.933 -0.440 -2.631
H 0.815 -0.277 -4.384
H -0.549 0.170 -3.368
C -4.509 0.919 -1.766
C -4.761 1.958 -0.678
C -3.971 1.695 0.604
C -4.287 0.368 1.295
C -5.756 0.173 1.668
C -6.279 1.216 2.651
H -4.818 -0.079 -1.453
H -5.059 1.161 -2.677
H -3.446 0.878 -2.016
H -5.831 2.008 -0.459
H -4.484 2.946 -1.055
H -4.140 2.521 1.300
H -2.901 1.717 0.368
H -3.679 0.297 2.203
H -3.971 -0.462 0.657
H -5.873 -0.822 2.107
H -6.374 0.178 0.766
H -5.697 1.205 3.575
H -7.321 1.024 2.910
H -6.226 2.224 2.236
*
```

The total energy is -1605.62463 a.u. The value obtained for the HOMO energy (alpha / beta) is -8.57 / -9.94 eV. For the orbital gap (alpha / beta), the calculation gives 9.02 / 10.06 eV. Its expectation value of S² is 0.7539. As for the energy relative to the best compared isomer or geometry (same formula, charge and spin): 0.000 eV.